The following is a quantum chemistry calculation of a 5-piece molecular cluster, C32H51ClN4O4S overall, from the Open Molecules 2025 dataset.

Results
- HOMO energy (eV) = -8.32
- SMILES = CCCCCCCCCCC[C@H]1OS(=O)(=O)O[C@H]1[C@@H](Cl)CC.c1cc[nH]c1.c1cc[nH]c1.c1cc[nH]c1.c1cc[nH]c1

Structure (ORCA input):
```
! RIJCOSX wB97M-V def2-TZVPD def2/J DEFGRID3
* xyz 0 1
C -7.0551 -1.6406 4.6891
C -6.4628 -2.4626 3.5076
C -5.4969 -3.5534 4.0007
C -4.0402 -3.0377 4.0951
C -3.0590 -4.1521 3.6494
C -1.6212 -3.5923 3.5736
C -1.1646 -3.4529 2.1075
C 0.3933 -3.4556 2.0219
C 0.8641 -2.1128 1.4524
C 2.3211 -1.7625 1.8203
C 2.5458 -0.2913 1.3918
C 2.3844 0.6458 2.5729
O 3.5859 0.9544 3.2655
S 3.6514 2.5143 3.6627
O 4.5692 3.1011 2.7544
O 3.9416 2.7478 5.0182
O 2.1439 2.8618 3.3047
C 1.5109 1.9120 2.4550
C 1.2649 2.5338 1.0596
Cl 0.6568 4.2189 1.3805
C 2.4941 2.6602 0.1450
C 2.4126 1.7733 -1.1263
H -6.8279 -0.5876 4.5638
H -6.5927 -1.9901 5.6038
H -8.1288 -1.7853 4.7270
H -5.9101 -1.7745 2.8732
H -7.2402 -2.9214 2.9035
H -5.4902 -4.3425 3.2529
H -5.7797 -3.9518 4.9706
H -3.7769 -2.8158 5.1265
H -3.8795 -2.1935 3.4303
H -3.1453 -4.9637 4.3663
H -3.3961 -4.4637 2.6678
H -1.5620 -2.6016 4.0208
H -0.9604 -4.2493 4.1341
H -1.4974 -2.4723 1.7774
H -1.6012 -4.2109 1.4674
H 0.7978 -3.5344 3.0259
H 0.7355 -4.3027 1.4340
H 0.7247 -2.0682 0.3713
H 0.2712 -1.2987 1.8763
H 3.0186 -2.4341 1.3257
H 2.4420 -1.9008 2.8920
H 1.8442 -0.0906 0.5931
H 3.5670 -0.2344 1.0221
H 1.8261 0.0440 3.2941
H 0.5296 1.6161 2.8154
H 0.4252 2.0486 0.5808
H 3.4178 2.4853 0.6850
H 2.5480 3.6859 -0.1917
H 1.4210 1.3477 -1.2495
H 3.0949 0.9432 -0.9971
H 2.6957 2.3536 -1.9948
N 2.6358 -6.0711 -1.3442
C 3.3635 -7.2105 -1.1360
C 4.4508 -6.8801 -0.3728
C 4.3741 -5.4867 -0.1070
C 3.2422 -5.0166 -0.7175
H 1.7866 -6.0167 -1.8758
H 3.0468 -8.1532 -1.5476
H 5.2165 -7.5609 -0.0411
H 5.0703 -4.8981 0.4669
H 2.8134 -4.0294 -0.7591
N -0.4264 4.5601 -3.8860
C -0.4719 4.0844 -2.6025
C 0.0210 5.0568 -1.7720
C 0.3736 6.1650 -2.5898
C 0.0843 5.8283 -3.8856
H -0.7214 4.0558 -4.7015
H -0.8494 3.0976 -2.3927
H 0.1184 4.9788 -0.6962
H 0.7923 7.1022 -2.2621
H 0.1983 6.3786 -4.8037
N 1.5884 8.4375 -6.9170
C 2.5835 8.3228 -5.9841
C 3.7810 8.4819 -6.6275
C 3.4971 8.7047 -8.0021
C 2.1365 8.6737 -8.1487
H 0.6064 8.3611 -6.7273
H 2.3541 8.1388 -4.9483
H 4.7528 8.4441 -6.1650
H 4.2106 8.8698 -8.7918
H 1.5142 8.7985 -9.0180
N -4.0942 -2.4436 -2.6211
C -3.3678 -3.5775 -2.3816
C -2.3154 -3.2370 -1.5751
C -2.4137 -1.8434 -1.3150
C -3.5229 -1.3834 -1.9730
H -4.9217 -2.3968 -3.1866
H -3.6608 -4.5234 -2.8033
H -1.5588 -3.9115 -1.2094
H -1.7469 -1.2483 -0.7127
H -3.9526 -0.3984 -2.0353
*
```